17
Properties=species:S:1:pos:R:3:mulliken_spin:R:1 method="wB97M-V/def2-TZVPD" spin_multiplicity=2 homo_ha="-0.3907 / -0.5426" mol_weight_da=114.427 charge=+1 orbital_gap_ha="0.22362 / 0.37442"
H -0.75 -1.96 -1.04 0.00
C 1.03 -1.55 0.98 0.01
O 0.41 -0.28 0.77 0.01
C 0.04 -0.01 -0.58 0.01
C 0.04 -1.29 -1.39 0.00
H 1.24 -1.67 2.05 0.01
H 0.34 -2.35 0.66 0.00
H 1.98 -1.61 0.44 0.00
H 0.65 0.72 -1.14 0.00
H 1.01 -1.79 -1.38 0.00
H -0.18 -1.04 -2.44 0.00
H -0.96 0.54 -0.58 0.00
C -1.15 2.84 0.28 0.01
O -0.29 2.47 1.08 0.00
Mg -0.25 0.84 2.41 0.95
H -1.12 3.88 -0.08 0.00
H -2.02 2.25 -0.04 0.00